Entry 1:
Density functional theory data (wB97M-V/def2-TZVPD) for a single C19H22N2O4 molecule.

Cartesian coordinates (Å):
C (0.057042, 4.231902, -4.574233)
C (1.482563, 3.837890, -4.212592)
O (1.518830, 2.688669, -3.372865)
C (1.325412, 1.502043, -3.939774)
N (1.175227, 1.436622, -5.256274)
C (1.027590, 0.258085, -5.836956)
C (1.027443, -0.940044, -5.145505)
C (1.174130, -0.885809, -3.769523)
C (1.319259, 0.341025, -3.132205)
C (1.442076, 0.342036, -1.661570)
O (1.622053, -0.657361, -1.003333)
O (1.340597, 1.557976, -1.110555)
C (1.356210, 1.556010, 0.302465)
C (0.160186, 0.741708, 0.836981)
O (-0.878554, 0.683654, 0.224955)
N (0.411284, 0.170998, 2.040796)
C (-0.442614, -0.609447, 2.834223)
C (0.051217, -1.076707, 4.049805)
C (-0.741545, -1.841185, 4.881099)
C (-2.046498, -2.164100, 4.526270)
C (-2.921647, -2.995349, 5.431393)
C (-3.174215, -2.268891, 6.754553)
C (-2.303905, -4.373230, 5.678284)
C (-2.526315, -1.694036, 3.311111)
C (-1.745060, -0.925224, 2.467910)
H (-0.395444, 3.457577, -5.187567)
H (-0.534511, 4.358789, -3.671065)
H (0.065186, 5.165300, -5.129896)
H (2.064074, 3.645240, -5.119677)
H (1.962552, 4.620985, -3.620838)
H (0.904288, 0.293154, -6.911647)
H (0.908358, -1.878992, -5.660714)
H (1.172026, -1.778406, -3.161622)
H (1.252605, 2.601628, 0.600582)
H (2.305186, 1.144807, 0.665772)
H (1.343994, 0.270372, 2.416983)
H (1.064883, -0.838253, 4.343027)
H (-0.332899, -2.188920, 5.818030)
H (-3.886319, -3.139347, 4.932382)
H (-3.618584, -1.293028, 6.571403)
H (-3.852419, -2.847129, 7.378310)
H (-2.244697, -2.125310, 7.299904)
H (-2.979097, -4.987289, 6.270312)
H (-1.362399, -4.285811, 6.214639)
H (-2.115009, -4.877666, 4.733322)
H (-3.536631, -1.933011, 3.011185)
H (-2.137025, -0.573346, 1.529099)

Forces on the atoms, in the same order (eV/Å):
0.28 -0.23 0.16
-0.10 0.45 -0.42
0.00 -0.03 0.10
-0.02 -0.58 -0.22
0.09 0.49 0.24
-0.01 -0.29 0.03
-0.01 0.01 0.00
0.03 0.31 0.03
-0.07 0.15 -0.27
0.17 -0.28 0.21
-0.02 0.12 -0.09
-0.05 0.10 0.08
-0.10 -0.25 0.12
0.49 0.31 -0.07
-0.20 -0.02 -0.08
0.31 0.00 0.30
-0.29 -0.11 0.14
-0.01 0.04 -0.08
-0.03 0.02 -0.07
-0.22 -0.03 -0.12
0.11 -0.04 0.19
-0.14 -0.10 -0.22
-0.23 0.12 -0.12
0.15 -0.06 0.21
0.02 0.12 -0.23
-0.07 0.02 -0.05
-0.08 0.06 0.07
-0.02 0.12 -0.06
-0.02 0.10 0.18
-0.01 -0.13 -0.08
-0.02 -0.12 -0.09
-0.02 -0.07 -0.06
0.01 -0.04 0.05
0.02 -0.13 -0.01
-0.14 0.09 0.00
-0.12 0.02 -0.22
0.10 0.03 0.04
0.05 -0.04 0.12
0.08 0.04 -0.01
-0.03 0.10 0.05
-0.06 -0.04 0.12
0.11 0.03 0.09
-0.03 -0.10 0.09
0.13 -0.01 0.07
0.05 -0.10 -0.05
-0.11 -0.03 -0.02
0.00 0.02 -0.03

Properties
ΔE to the lowest compared entry with this formula, charge and spin, eV: 1.052
Orbital gap, eV: 8.78


Entry 2:
Density functional theory data (wB97M-V/def2-TZVPD) for a single C19H22N2O5 molecule.

Cartesian coordinates (Å):
C (-2.493380, -6.289130, 3.189344)
C (-1.717159, -5.074918, 3.639535)
O (-0.694780, -5.179377, 4.281675)
C (-2.260452, -3.748398, 3.261544)
C (-3.458815, -3.569368, 2.567306)
C (-3.899542, -2.304321, 2.251996)
C (-3.157666, -1.177854, 2.615850)
O (-3.697661, 0.019648, 2.252198)
C (-2.991358, 1.201350, 2.535260)
C (-1.710267, 1.301166, 1.770623)
C (-1.296547, 0.735788, 0.598905)
C (0.018910, 1.239691, 0.433993)
C (0.947247, 0.955791, -0.689297)
O (0.638350, 0.236446, -1.620441)
N (2.152382, 1.539753, -0.541507)
C (3.134878, 1.532810, -1.592850)
C (3.191912, 2.898568, -2.318918)
C (4.152967, 2.852852, -3.515765)
C (3.538572, 2.092725, -4.689886)
C (2.173108, 2.694774, -5.010035)
C (1.305084, 2.672742, -3.753836)
O (1.912281, 3.368556, -2.678848)
N (0.332902, 2.032692, 1.430493)
O (-0.726931, 2.074100, 2.263875)
C (-1.962078, -1.344727, 3.308223)
C (-1.530338, -2.617054, 3.623168)
H (-3.489645, -6.278599, 3.625937)
H (-1.970928, -7.186110, 3.511808)
H (-2.585612, -6.295000, 2.105716)
H (-4.056172, -4.416465, 2.270160)
H (-4.824111, -2.152595, 1.717717)
H (-2.786924, 1.308067, 3.609533)
H (-3.666205, 2.010050, 2.231823)
H (-1.820031, 0.068456, -0.050548)
H (2.258990, 2.195308, 0.218586)
H (4.121253, 1.311780, -1.176103)
H (2.847637, 0.736533, -2.281133)
H (3.546483, 3.645350, -1.595755)
H (4.356763, 3.878935, -3.829116)
H (5.093919, 2.396002, -3.206395)
H (3.423290, 1.036692, -4.439405)
H (4.197631, 2.160046, -5.557531)
H (2.299445, 3.727947, -5.340882)
H (1.677439, 2.134039, -5.802755)
H (1.079288, 1.637464, -3.467721)
H (0.361622, 3.196825, -3.922854)
H (-1.361086, -0.499938, 3.605606)
H (-0.604666, -2.759088, 4.160707)

Forces on the atoms, in the same order (eV/Å):
0.26 -0.13 0.16
-0.08 -0.31 -0.03
-0.03 0.00 -0.02
0.12 0.55 0.05
0.23 -0.02 0.13
-0.03 0.37 -0.05
-0.04 -0.44 0.05
-0.01 -0.16 -0.14
0.10 0.41 0.25
0.18 -0.49 -0.99
-0.09 0.39 0.58
-0.84 0.15 0.74
0.58 0.14 0.06
-0.30 -0.10 0.03
0.13 0.07 0.11
-0.09 0.28 -0.33
0.40 -0.11 0.17
-0.25 -0.06 0.14
-0.01 0.23 -0.03
-0.02 -0.11 0.32
-0.17 -0.03 -0.43
0.02 0.08 0.08
0.93 -0.02 -0.70
-0.64 -0.10 0.37
-0.09 0.29 0.00
-0.11 -0.27 -0.03
-0.13 -0.01 -0.02
0.01 0.02 0.01
-0.09 -0.01 -0.10
-0.06 -0.10 -0.03
-0.11 0.01 -0.07
-0.04 -0.02 -0.12
0.14 -0.12 0.13
-0.16 -0.17 -0.12
-0.06 -0.05 0.01
-0.04 -0.02 -0.10
0.14 0.02 0.08
0.03 -0.13 -0.08
0.06 0.01 0.03
0.08 0.04 0.02
0.02 -0.08 -0.05
0.02 -0.10 0.02
-0.03 0.04 -0.06
-0.05 0.02 -0.05
0.00 0.09 -0.01
0.03 -0.12 -0.01
0.04 0.09 0.02
0.06 -0.01 0.03

Properties
ΔE to the lowest compared entry with this formula, charge and spin, eV: 3.463
Orbital gap, eV: 9.48


Entry 3:
Density functional theory data (wB97M-V/def2-TZVPD) for a single C19H22N4O5S molecule.

Cartesian coordinates (Å):
C (-4.062234, -1.839723, 1.563256)
C (-2.694627, -1.777917, 0.949685)
C (-1.698019, -2.625305, 1.411219)
C (-0.441373, -2.654804, 0.838497)
C (-0.157821, -1.814679, -0.232881)
N (1.122927, -1.873159, -0.802135)
C (1.738119, -0.911892, -1.529258)
O (1.234282, 0.149259, -1.846014)
C (3.145557, -1.277991, -1.990796)
C (4.076852, -0.074184, -1.806341)
N (4.676236, 0.040046, -0.488033)
S (3.882524, -0.405414, 0.913220)
O (3.405817, -1.766993, 0.858942)
O (4.800895, -0.094169, 1.965269)
C (2.469861, 0.681884, 0.969985)
C (1.322960, 0.204823, 1.578569)
C (0.164974, 0.966669, 1.618728)
C (0.221340, 2.211773, 1.024850)
N (-0.701926, 3.217104, 0.857923)
C (-0.117361, 4.276146, 0.189066)
O (-0.637309, 5.305113, -0.119717)
O (1.180122, 3.943368, -0.058666)
C (1.402297, 2.693505, 0.434768)
C (2.555573, 1.942677, 0.402173)
C (-1.141126, -0.960276, -0.709652)
C (-2.403941, -0.919166, -0.122600)
N (-3.420027, -0.087969, -0.627811)
C (-3.322150, 0.306253, -2.014750)
C (-3.829647, 1.015674, 0.213556)
H (-4.811032, -1.518437, 0.844308)
H (-4.282880, -2.858123, 1.875718)
H (-4.133287, -1.203266, 2.446440)
H (-1.920232, -3.293723, 2.230789)
H (0.317316, -3.326260, 1.212609)
H (1.725886, -2.578444, -0.396935)
H (3.529297, -2.148859, -1.463589)
H (3.076778, -1.504593, -3.057481)
H (3.483548, 0.828713, -1.993520)
H (4.889561, -0.106086, -2.533617)
H (5.617113, -0.315911, -0.422890)
H (1.345532, -0.782913, 2.008531)
H (-0.736219, 0.592151, 2.074543)
H (-1.660472, 3.213253, 1.162379)
H (3.469259, 2.297616, -0.040661)
H (-0.905378, -0.308849, -1.531775)
H (-4.302045, 0.666355, -2.332690)
H (-2.591008, 1.107471, -2.191341)
H (-3.056560, -0.558532, -2.618674)
H (-3.749351, 0.745259, 1.262151)
H (-4.867436, 1.274463, -0.006751)
H (-3.211171, 1.908082, 0.031388)

Forces on the atoms, in the same order (eV/Å):
0.06 0.00 0.01
-0.06 0.08 0.06
0.06 0.11 -0.06
0.10 0.09 -0.11
-0.31 -0.06 0.02
-0.14 -0.48 0.18
0.18 -0.16 -0.33
-0.10 0.05 -0.14
0.06 0.28 -0.07
-0.55 -0.06 -0.35
-0.36 0.00 0.85
0.38 0.26 0.06
-0.13 0.13 -0.01
0.17 0.13 0.07
0.50 -0.46 -0.15
0.09 -0.15 0.09
0.13 0.25 -0.04
0.62 -0.15 -0.09
0.12 -0.08 -0.02
-0.95 0.27 0.20
0.19 0.15 -0.13
0.39 0.24 -0.26
-0.13 -0.98 0.53
-0.32 0.65 -0.12
-0.11 0.12 -0.13
0.25 -0.40 0.17
-0.10 0.04 -0.12
-0.08 -0.03 -0.03
-0.07 -0.02 -0.01
-0.11 0.01 0.00
-0.05 -0.04 0.04
-0.10 0.05 0.05
-0.03 -0.09 0.07
0.10 -0.10 0.06
-0.02 0.21 -0.17
0.00 -0.04 -0.14
-0.07 0.00 0.04
0.15 -0.15 -0.14
-0.02 0.03 0.14
0.21 0.02 0.17
-0.11 -0.12 0.03
-0.12 -0.10 0.06
0.08 0.14 -0.09
0.13 0.11 -0.12
0.00 0.07 -0.05
0.03 0.03 -0.07
0.04 0.01 -0.01
0.01 0.02 -0.08
-0.05 0.00 0.07
0.01 0.09 0.07
0.02 0.03 0.01

Properties
ΔE to the lowest compared entry with this formula, charge and spin, eV: 0.000
Orbital gap, eV: 8.58


Entry 4:
Density functional theory data (wB97M-V/def2-TZVPD) for a molecular structure, C19H22N6OS2V.

Cartesian coordinates (Å):
V (1.026467, 1.128977, 0.562573)
N (-0.708354, 3.198164, 3.993070)
C (-0.005679, 2.813134, 2.944162)
S (0.079735, 1.052897, 2.610957)
N (0.611577, 3.668071, 2.179058)
N (1.316432, 3.027159, 1.215728)
C (2.162399, 3.709759, 0.515638)
C (3.006208, 2.932816, -0.385544)
C (4.019692, 3.449733, -1.144808)
C (4.801708, 2.570660, -1.903850)
C (4.529273, 1.214584, -1.877882)
C (3.471366, 0.754053, -1.113058)
N (2.722950, 1.596218, -0.376745)
H (-1.149399, 2.541103, 4.617810)
H (-0.723357, 4.178084, 4.246920)
H (2.267663, 4.781520, 0.649897)
H (4.211905, 4.514839, -1.140740)
H (5.618879, 2.952068, -2.503175)
H (5.121099, 0.509255, -2.444328)
H (3.212776, -0.295847, -1.086676)
C (-4.019804, -1.925433, -1.741511)
C (-3.799420, -1.282026, -0.380552)
N (-2.952674, -0.055877, -0.506955)
C (-3.695884, 1.215207, -0.687368)
C (-3.981718, 1.890803, 0.647108)
C (-1.664428, -0.148457, -0.433439)
S (-0.762037, 1.443492, -0.620229)
N (-1.070926, -1.336551, -0.299991)
C (0.139644, -1.601540, 0.040917)
O (0.924789, -0.516277, 0.436281)
C (0.735589, -2.883765, 0.010633)
C (-0.002367, -3.974606, -0.491254)
C (0.585417, -5.215676, -0.546178)
C (1.900082, -5.383579, -0.109026)
C (2.635389, -4.314095, 0.403059)
C (2.059171, -3.067518, 0.468502)
H (-4.681770, -2.781461, -1.618934)
H (-3.079505, -2.271458, -2.171101)
H (-4.493538, -1.234607, -2.439373)
H (-3.318047, -1.959983, 0.317142)
H (-4.740554, -0.947719, 0.051917)
H (-4.620166, 0.944668, -1.193911)
H (-3.146271, 1.866838, -1.363766)
H (-4.708839, 1.327516, 1.230593)
H (-4.391184, 2.883096, 0.465495)
H (-3.066368, 1.994968, 1.234928)
H (-1.018772, -3.826520, -0.828948)
H (0.030556, -6.062499, -0.925578)
H (2.356138, -6.363981, -0.162847)
H (3.644576, -4.470413, 0.757811)
H (2.609603, -2.239779, 0.897585)

Forces on the atoms, in the same order (eV/Å):
-0.95 0.88 0.49
-0.02 -0.07 0.05
-0.02 0.04 0.01
0.41 0.22 -0.30
-0.01 -0.16 0.01
0.15 0.60 0.02
0.07 -0.07 0.00
-0.19 -0.11 0.10
0.16 0.10 -0.10
0.03 0.03 -0.02
0.03 0.01 -0.03
-0.14 0.12 0.08
0.30 0.21 -0.17
0.00 0.02 -0.01
0.01 0.00 -0.01
0.02 0.01 0.04
0.03 -0.01 0.00
-0.01 0.01 0.01
0.00 0.01 -0.01
-0.02 -0.02 0.04
0.03 0.06 0.01
-0.07 -0.05 -0.12
-0.08 -0.04 0.09
-0.07 0.03 0.00
0.04 -0.10 0.01
0.02 0.10 0.00
0.22 -0.21 0.02
0.00 0.27 -0.05
-0.49 -0.17 -0.19
0.09 -1.73 -0.11
0.42 0.04 0.19
-0.03 0.02 -0.01
0.00 -0.06 -0.01
0.00 -0.03 -0.01
0.00 0.01 0.01
-0.06 0.01 0.02
0.00 0.00 -0.01
-0.02 0.00 0.00
0.00 -0.02 0.01
0.04 0.01 0.02
0.02 0.04 0.04
0.01 0.01 -0.04
0.07 -0.03 -0.03
0.03 -0.01 0.02
-0.03 -0.01 -0.01
-0.01 0.05 -0.01
0.01 -0.01 -0.01
0.01 0.00 -0.01
-0.01 0.00 0.02
-0.01 0.00 -0.01
0.01 -0.01 -0.01

Properties
Charge: +3
Orbital gap, eV: 5.65